Computed, not measured: a 9-piece molecular cluster, C12H42N10O9 overall in a non-equilibrium geometry, with wB97M-V/def2-TZVPD.

Results
frontier orbital gap = 8.58 eV
SMILES string = NC(N)=O.NC(N)=O.NC(N)=O.NC(N)=O.NC(N)=O.CCO.CCO.CCO.CO
ΔE to the lowest compared entry with this formula, charge and spin = 147.0 kcal/mol
calculated total energy = -1707.0589 a.u.

Geometry (Å):
C (-0.3066, -0.3775, -2.5414)
C (-0.2216, 0.4005, -1.2614)
O (1.0584, 0.8575, -0.9384)
H (-1.1466, -1.0895, -2.5534)
H (0.6214, -0.8735, -2.6734)
H (-0.4436, 0.2475, -3.4174)
H (-0.6066, -0.0425, -0.4314)
H (-0.9076, 1.2185, -1.4124)
H (1.0624, 1.4365, -0.1694)
C (0.5034, 4.1905, -0.6024)
C (1.0454, 3.9415, 0.7226)
O (0.6294, 2.7005, 1.1346)
H (0.2784, 5.2505, -0.8274)
H (-0.3286, 3.5735, -0.6864)
H (1.1704, 3.6535, -1.4074)
H (0.8014, 4.7945, 1.2896)
H (2.1674, 3.9125, 0.7426)
H (0.9604, 2.5555, 2.0186)
C (-3.2826, 3.9175, -0.2164)
C (-2.5766, 2.9645, 0.7896)
O (-3.4146, 2.3895, 1.7966)
H (-4.2886, 3.4795, -0.4824)
H (-2.8276, 4.1315, -1.1884)
H (-3.3596, 4.8815, 0.2736)
H (-1.8276, 3.4845, 1.3986)
H (-2.0616, 2.1945, 0.2316)
H (-3.3326, 2.7325, 2.7076)
C (-3.3806, -0.5845, -0.2624)
O (-3.4006, 0.2485, -1.3474)
N (-3.4456, -0.2555, 1.0276)
N (-3.2326, -1.8815, -0.3494)
H (-3.5536, 0.7425, 1.2956)
H (-3.9176, -0.9295, 1.6386)
H (-2.9966, -2.3575, -1.2364)
H (-2.9826, -2.2755, 0.5226)
C (1.1364, -3.0525, -0.2434)
O (-0.1756, -2.9145, 0.0456)
N (1.7974, -2.0185, -0.5974)
N (1.7364, -4.1475, -0.1294)
H (2.7364, -2.0645, -1.0604)
H (1.2254, -1.1495, -0.8324)
H (1.2514, -5.0455, 0.1696)
H (2.7224, -4.1175, -0.4994)
C (-2.7936, -4.5945, -2.2054)
O (-3.0066, -5.1265, -3.4434)
N (-3.3996, -4.8695, -1.0694)
N (-1.9126, -3.6115, -2.0934)
H (-3.9596, -5.7645, -0.9724)
H (-3.3996, -4.3175, -0.1484)
H (-1.5756, -3.4055, -2.9814)
H (-1.2796, -3.4815, -1.3694)
C (4.1044, 0.0655, 1.7686)
O (3.4634, 1.1955, 1.1976)
N (4.8454, 0.1595, 2.8386)
N (4.0114, -1.1775, 1.3126)
H (4.5954, 0.9625, 3.4546)
H (5.3024, -0.5875, 3.3506)
H (3.1574, -1.5835, 0.8736)
H (4.4634, -1.9735, 1.8336)
C (-0.3716, -0.1745, 2.6346)
O (-0.9206, 1.0495, 2.9236)
N (0.8274, -0.5345, 2.9966)
N (-0.9896, -1.0685, 1.9866)
H (1.3624, 0.2645, 3.4066)
H (1.3464, -1.4255, 2.7896)
H (-1.8116, -0.6465, 1.5806)
H (-0.5026, -1.7675, 1.4236)
C (4.2744, 1.4365, -2.1554)
O (3.3594, 0.3165, -2.4124)
H (4.1854, 1.8005, -1.0844)
H (3.8274, 2.3395, -2.7394)
H (5.3414, 1.2815, -2.2704)
H (2.5704, 0.5155, -1.8644)

Atomic partial charges in e from the Löwdin method, atoms 1 to 4:
1. C -0.043
2. C -0.321
3. O -0.097
4. H 0.070

Computed, not measured: a 2-piece molecular cluster, C4H5F3N2 overall in a non-equilibrium geometry, with wB97M-V/def2-TZVPD.

Results
frontier orbital gap (spin up / spin down) = 8.57 / 8.57 eV
ΔE to the lowest compared entry with this formula, charge and spin = 110.0 kcal/mol
calculated total energy = -564.3397 a.u.

Geometry (Å):
C (0.7335, -1.3729, 1.1331)
C (1.4143, -0.5821, 0.1049)
C (-0.5683, -1.4906, 1.3697)
C (-1.1374, 1.4807, -1.1463)
N (0.7661, 0.2421, -0.6584)
N (-0.3308, 0.3508, -1.1357)
F (-1.1393, -2.0474, 2.4182)
F (1.9058, 1.5195, -1.2690)
F (-1.5723, -0.8436, 0.7123)
H (1.5384, -1.8275, 1.7038)
H (2.5060, -0.6565, 0.1327)
H (-1.3054, 1.7929, -2.1765)
H (-0.7214, 2.2893, -0.5525)
H (-2.0892, 1.1454, -0.6364)

Atomic partial charges in e from the Löwdin method, atoms 1 to 4:
1. C 0.011
2. C -0.043
3. C -0.314
4. C -0.083

Computed, not measured: a 3-piece molecular cluster, C14H18IN2O6S overall in a non-equilibrium geometry, with wB97M-V/def2-TZVPD.

Results
charge = -1
frontier orbital gap = 5.77 eV
ΔE to the lowest compared entry with this formula, charge and spin = 0.0 kcal/mol
calculated total energy = -1801.1443 a.u.

Geometry (Å):
C (4.7118, 3.2682, 0.3502)
C (3.9069, 2.3015, 1.1600)
O (3.2795, 2.6685, 2.1365)
N (3.8335, 0.9463, 0.7751)
C (2.4363, 0.5394, 0.7297)
C (1.5975, 1.2232, -0.3043)
O (2.0023, -0.2784, 1.4929)
C (4.5334, 0.6117, -0.4837)
I (6.8096, 0.4862, 0.0273)
N (4.0006, -0.7191, -0.8086)
C (4.6673, -1.7168, -0.9217)
S (5.2255, -3.1904, -0.8697)
H (4.8351, 2.9473, -0.6788)
H (4.2464, 4.2451, 0.4412)
H (5.7032, 3.3398, 0.7948)
H (1.6076, 2.3005, -0.1538)
H (2.0335, 1.0336, -1.2846)
H (0.5827, 0.8446, -0.2550)
O (-2.3659, -1.8462, -0.8357)
C (-1.7565, -2.5240, -0.0573)
O (-1.7868, -3.8766, -0.1254)
C (-1.0573, -4.4463, 0.9778)
C (-0.1045, -3.3494, 1.4371)
C (-0.9040, -2.0882, 1.1167)
H (-1.7756, -4.7250, 1.7530)
H (-0.5506, -5.3431, 0.6302)
H (0.1854, -3.4422, 2.4807)
H (0.8043, -3.3650, 0.8358)
H (-1.5666, -1.7976, 1.9342)
H (-0.2620, -1.2537, 0.8480)
O (-2.5076, 3.0392, -0.9038)
C (-3.4642, 2.3266, -0.9019)
O (-4.3860, 2.3582, 0.0993)
C (-5.3672, 1.3287, -0.0943)
C (-5.3225, 1.0051, -1.5836)
C (-3.8530, 1.2629, -1.9119)
H (-5.0927, 0.4696, 0.5215)
H (-6.3326, 1.7055, 0.2360)
H (-5.6603, -0.0032, -1.8124)
H (-5.9539, 1.7059, -2.1328)
H (-3.2344, 0.3799, -1.7360)
H (-3.6982, 1.6279, -2.9230)

Atomic partial charges in e from the Löwdin method, atoms 1 to 4:
1. C -0.064
2. C -0.529
3. O 0.058
4. N -0.063